Here is a 8-piece molecular cluster, C36H94N6O14 overall at a distorted geometry from the OMol25 dataset. Energies are from ωB97M-V/def2-TZVPD.

The geometry in XYZ format:
```
150
Properties=species:S:1:pos:R:3:forces:R:3
C 3.85222 -0.30269 -1.14126 1.7376 1.7476 1.3400
C 3.88737 0.75729 -2.27310 -1.0305 -1.8622 -0.4425
C 5.26163 0.81161 -2.95844 -0.4441 0.0926 1.0305
O 5.16751 1.57763 -4.11573 -0.4969 0.8647 0.0471
C 6.36041 1.75238 -4.80442 1.0328 -0.2383 -0.0344
N 2.91616 0.32386 -3.29316 -1.0254 -0.6500 0.1649
H 4.24926 -1.26957 -1.44392 -0.4307 -0.1471 -0.1328
H 2.95689 -0.32867 -0.51999 -0.5957 -0.2979 -0.8697
H 4.53547 0.04549 -0.34627 0.4247 -0.2009 -0.1806
H 3.54541 1.72085 -1.89555 0.3878 0.1776 -0.0629
H 5.61357 -0.20315 -3.18466 -0.0891 -0.1477 -0.0462
H 5.94125 1.22622 -2.20030 0.3810 0.1870 -0.3009
H 6.32602 2.55616 -5.54180 -0.6774 -0.1133 0.0000
H 6.62095 0.81665 -5.32129 0.2532 0.1435 0.0421
H 7.18388 2.05962 -4.14065 -0.0298 -0.3203 0.0971
H 2.99710 -0.69606 -3.32449 0.4978 0.0844 -0.5332
H 1.98521 0.32669 -2.86438 0.0597 0.6698 -0.0475
C 1.15126 0.03755 3.70817 0.1039 -0.2063 -0.7257
C 0.21229 -1.16656 3.61258 -0.1051 -0.7775 1.8442
C 0.40455 -2.18039 4.78149 0.9562 0.6221 -0.2663
O -0.65346 -3.09435 4.88697 -0.1706 0.3295 -0.2154
C -0.51581 -3.95738 5.99465 -0.1768 -0.4143 -0.2454
N -1.18599 -0.70021 3.63648 -0.1676 -0.9490 -0.3360
H 0.58497 0.85092 3.25344 0.2857 0.2667 0.1252
H 2.05948 -0.09674 3.11836 -0.0577 -0.0800 -0.1099
H 1.51115 0.32041 4.69749 -0.4732 -0.1335 0.2207
H 0.41481 -1.76861 2.72546 -0.3493 0.4099 -0.4226
H 0.53061 -1.59463 5.70198 -0.1071 -0.1324 0.1796
H 1.33101 -2.74280 4.59919 0.1459 0.1036 0.1657
H -0.71968 -3.46588 6.94930 0.0678 0.1817 -0.0368
H 0.47921 -4.41139 6.02018 0.0541 0.0513 0.0399
H -1.24521 -4.75133 5.84309 -0.0062 -0.0066 0.1278
H -1.72472 -1.56278 3.74740 -0.2064 0.1998 -0.1844
H -1.39567 -0.21827 4.50740 0.3340 0.3404 -0.1044
C -1.25442 -1.52316 0.13351 1.0982 -0.6307 1.3115
C 0.20539 -1.19922 -0.21032 -0.6298 -0.6702 -1.1932
O 0.16087 -0.23613 -1.26880 0.2180 0.0098 0.2452
O -1.79835 -0.47420 0.90200 -0.6215 0.1425 -0.4399
H -1.37265 -2.48672 0.65011 0.3755 0.0220 0.3024
H -1.76638 -1.72841 -0.80797 -0.2426 0.7714 -0.1296
H 0.66031 -2.11407 -0.60898 0.1981 0.0848 0.0089
H 0.84100 -0.82321 0.59526 -0.3515 -0.0168 0.3054
H -0.74780 0.08463 -1.25303 0.1249 0.3189 -0.2396
H -1.49559 -0.53458 1.83926 -0.2421 0.1423 -0.2898
C -3.01246 -5.64737 -2.86318 -0.0906 -1.0476 0.9152
C -2.70912 -5.18201 -1.42732 0.0243 0.9787 -1.6425
O -3.91422 -5.30266 -0.67270 0.5508 -0.2560 -0.0105
O -3.27992 -7.05926 -2.77824 -0.2201 0.5330 -0.1187
H -2.20033 -5.53752 -3.57940 0.1069 0.1778 0.1609
H -3.90163 -5.10888 -3.21404 0.0633 0.0594 -0.1754
H -2.39824 -4.13091 -1.47903 0.0530 0.0199 0.1772
H -1.86805 -5.76467 -1.06302 -0.3633 -0.2590 0.5870
H -4.50859 -4.68433 -1.12542 -0.1006 0.1244 0.2322
H -3.84691 -7.13383 -1.99623 0.0172 -0.2136 -0.1634
C -1.17912 8.58920 -3.23322 -0.6760 0.0101 0.1149
O -1.30238 7.33760 -2.59037 0.6402 0.2809 -0.2197
C -0.13589 6.54550 -2.72260 0.0285 -0.5698 0.3268
C -0.44197 5.23007 -2.00776 -1.2307 0.0094 -1.3107
N 0.71022 4.35785 -1.94258 -0.0840 -0.6130 0.8108
C 0.40294 2.98689 -1.47696 -0.0476 0.7599 2.0947
C 0.24407 3.01396 0.09056 -0.9954 0.1507 0.0132
O 1.17568 3.88855 0.72808 0.2389 -0.3038 -0.3036
C 1.73537 3.37882 1.89736 1.7166 0.3719 0.4357
H -0.96773 8.51836 -4.30472 0.1549 -0.2709 -0.0094
H -0.42691 9.22875 -2.76555 0.0671 -0.0303 0.0818
H -2.16506 9.04446 -3.13672 0.1097 0.2512 0.0261
H 0.77277 7.00084 -2.30968 -0.1773 0.3555 0.1921
H 0.07081 6.35650 -3.78082 0.0136 -0.0585 -0.0476
H -1.19935 4.77175 -2.65885 0.1657 -0.3178 -0.0208
H -1.04579 5.43122 -1.11297 0.6332 0.0562 0.4959
H 1.25095 4.65598 -1.13292 0.4913 0.6054 -0.4891
H 1.23102 2.31814 -1.69466 -0.1159 -0.0683 -0.4348
H -0.56569 2.60782 -1.80036 0.1901 -0.0548 -0.6465
H 0.23951 2.00759 0.52427 0.4562 -0.0675 -0.1551
H -0.72767 3.42910 0.38525 -0.2328 -0.0968 -0.4733
H 1.03867 3.09894 2.68945 -0.2789 -0.2213 -0.2710
H 2.40803 4.12664 2.33585 -0.5138 0.4586 -0.1128
H 2.49538 2.60940 1.69449 -0.6454 -0.6379 -0.1024
C -1.93501 -2.47672 -4.10266 -0.1972 -0.3614 0.5850
O -2.59866 -1.84088 -3.02367 0.0737 0.0673 0.2906
C -3.91155 -1.44670 -3.34062 -0.4884 0.0422 -0.7988
C -4.73970 -1.22340 -2.08371 0.6548 0.1034 -0.1284
N -4.68931 -2.34823 -1.15828 -0.5666 -0.1749 -0.9041
C -5.77439 -2.47298 -0.18180 1.6082 -0.6701 0.4492
C -7.15619 -2.56387 -0.78282 -0.4979 0.8888 1.4158
O -8.07715 -3.10193 0.17783 0.5091 0.0012 -0.4056
C -7.83019 -4.44071 0.52513 -0.0076 -0.6695 -0.6432
H -2.54588 -3.35224 -4.34915 0.1278 0.2013 -0.7158
H -0.97918 -2.86880 -3.75223 0.0215 0.2707 0.1591
H -1.74674 -1.78020 -4.92299 -0.2170 -0.1918 -0.1748
H -4.42246 -2.12998 -4.03463 0.2350 -0.7211 0.4241
H -3.90862 -0.54392 -3.96697 0.1883 0.4006 0.3795
H -5.76265 -1.07076 -2.42607 -0.0577 0.1314 0.1677
H -4.35216 -0.29280 -1.65267 -0.2883 0.1253 0.3561
H -3.77756 -2.42996 -0.73517 -0.0482 0.0969 0.1665
H -5.71873 -1.73229 0.62417 -0.3262 0.4057 -0.2183
H -5.51764 -3.39884 0.34232 -0.2760 -0.0625 -0.0564
H -7.17618 -3.06790 -1.74954 -0.0370 -0.2505 -0.0142
H -7.51779 -1.53845 -0.85073 -0.1460 -0.0215 -0.6889
H -8.68645 -4.77820 1.10465 0.1510 -0.0167 0.1537
H -6.88557 -4.63498 1.04413 -0.2122 0.3264 0.3728
H -7.75599 -5.07190 -0.37393 -0.2339 0.0518 -0.0600
C -5.07195 3.47593 3.56518 0.6734 1.1244 -0.4350
O -3.65465 3.56041 3.38850 -0.6680 -0.5636 0.1406
C -3.09402 2.60958 2.49497 1.1130 0.1148 -0.2016
C -3.79441 2.39854 1.18318 -0.5719 0.5682 -0.6963
N -3.81194 3.67247 0.44143 -0.0784 -0.3284 0.0686
C -4.82230 3.70189 -0.63041 -0.3290 -0.2819 1.3537
C -4.62087 4.84172 -1.60017 -0.4642 -0.5001 -0.4208
O -5.22912 5.99727 -1.06030 0.4499 0.4396 0.4511
C -4.84418 7.15366 -1.78339 0.3463 0.0166 0.1952
H -5.30026 4.09404 4.43137 -0.0161 -0.3585 0.2713
H -5.45763 2.46215 3.64952 0.0238 -0.0709 0.0889
H -5.52041 4.02156 2.72849 -0.4377 -0.4458 -0.1299
H -2.89516 1.63703 2.95666 -0.2046 0.0226 0.2880
H -2.13423 3.07590 2.25671 0.1880 -0.3018 0.0426
H -4.79115 1.96001 1.35581 -0.1884 0.2521 -0.0193
H -3.28731 1.66702 0.55148 0.3314 -0.1403 0.3536
H -4.01331 4.39573 1.12335 0.0146 0.2215 -0.2181
H -5.80385 3.80181 -0.14582 -0.2374 0.2372 -0.3131
H -4.87930 2.69562 -1.05036 0.4290 0.1886 -0.5884
H -5.10716 4.63776 -2.56360 0.0148 -0.2272 -0.0500
H -3.55217 4.96178 -1.80657 0.0271 0.2626 0.1987
H -5.06600 8.07351 -1.24217 -0.5001 -0.2671 0.2580
H -5.36747 7.16825 -2.74252 0.2398 0.1107 -0.2067
H -3.75422 7.17402 -1.88499 -0.0356 -0.1257 -0.4608
C 11.47681 -5.43543 1.62334 0.4338 -0.6118 -0.5679
O 10.85557 -4.18628 1.67699 0.1598 0.5991 -0.0147
C 9.48437 -4.16835 1.98711 -0.4611 -0.3584 0.8586
C 8.93943 -2.76377 1.71676 0.9487 -0.8409 -0.9483
N 7.58755 -2.60592 2.16932 -0.5304 0.3872 -0.2291
C 7.03228 -1.26562 2.03424 -0.6026 0.1981 0.3304
C 5.55992 -1.36213 2.38039 -1.2734 0.5610 1.3645
O 4.91550 -2.25528 1.51987 0.3034 -1.1710 -1.1319
C 3.63245 -2.72269 1.88906 0.4187 1.3431 0.6852
H 10.78422 -6.22413 1.31386 -0.1422 -0.0694 0.3589
H 12.02610 -5.70519 2.52889 -0.4729 0.0042 0.3566
H 12.24944 -5.45170 0.84830 -0.0965 0.4631 -0.1044
H 9.24913 -4.42169 3.03021 0.4693 0.0699 0.2186
H 8.98082 -4.96895 1.43127 -0.2202 0.2831 -0.4325
H 9.09750 -2.65937 0.63180 -0.2791 0.5375 -0.0472
H 9.60645 -2.04894 2.20059 -0.1112 0.0242 0.1521
H 6.94025 -3.17344 1.62955 0.3026 -0.3501 0.0694
H 7.09127 -0.78856 1.04540 0.2620 -0.3735 -0.2455
H 7.49974 -0.55507 2.71985 0.0919 -0.1666 0.1520
H 5.02932 -0.39234 2.38922 0.3665 0.1709 -0.5771
H 5.36904 -1.67457 3.42128 0.6138 -0.3759 -0.0180
H 3.01911 -1.82203 1.98517 -0.5975 -0.1580 -0.1053
H 3.63469 -3.19914 2.87327 0.1654 -0.2086 0.0416
H 3.22805 -3.39968 1.14603 0.2033 0.0372 -0.2133
```
Positions in Å, forces in eV/Å.

Computed properties:
LUMO energy   0.328 eV
Energy   -2809.588955 hartree
Energy above the lowest of the compared OMol25 structures with the same formula, charge and spin   40.8 kJ/mol
SMILES   COC[C@H](C)N.COC[C@H](C)N.COCCNCCOC.COCCNCCOC.COCCNCCOC.COCCNCCOC.OCCO.OCCO